# 1
DFT (ωB97M-V with the def2-TZVPD basis set) results for a 2-piece molecular cluster, C10H16 overall at a distorted geometry.

Geometry as XYZ:
```
26
Properties=species:S:1:pos:R:3:forces:R:3
C -2.1383 -1.1614 -0.5055 -0.207 0.393 -1.498
C 1.4099 -0.1245 1.5943 -0.101 0.542 -1.176
C -0.1786 0.4838 -1.7012 -0.594 -0.607 -0.908
C -0.9537 -1.7414 -0.9804 0.309 1.694 0.700
C -1.4242 1.0291 -1.2968 1.719 -0.022 0.005
C -0.0153 -0.8666 -1.5589 0.334 -2.047 -0.226
C 0.9111 1.2028 -2.4673 0.951 0.870 1.475
C 0.3028 -1.1271 1.8957 1.437 -1.706 -0.080
C 1.0966 1.1326 2.4185 0.519 0.276 -0.506
C -2.4019 0.2032 -0.7466 1.066 -0.098 0.554
H 2.4513 -0.4444 1.6620 -0.092 -0.548 1.155
H -0.6797 -0.7809 1.5976 -0.135 0.607 0.804
H -3.0060 -1.6851 -0.1464 0.235 -0.660 0.497
H -1.4028 2.1119 -1.3590 -1.016 0.047 0.020
H 0.4913 2.0633 -2.9163 -0.385 1.050 -0.659
H -3.3143 0.5928 -0.3216 -0.150 0.256 -0.289
H 1.5244 0.9860 3.4319 -0.689 0.382 -0.391
H 0.0051 1.2649 2.3874 0.314 -0.040 0.589
H -0.5550 -2.7136 -0.7241 -0.749 -0.372 -0.285
H 1.7330 1.5990 -1.8072 -0.820 -0.362 -0.212
H 1.4730 0.0633 0.5279 -0.815 0.573 -0.412
H 1.4875 2.0712 1.9791 0.198 -0.529 0.282
H 0.3246 -2.0707 1.3133 0.670 0.369 0.274
H 0.5016 -1.4182 2.9439 -1.108 0.125 -0.217
H 1.4696 0.6727 -3.2384 -0.556 -0.576 0.071
H 0.8879 -1.3425 -1.9820 -0.335 0.382 0.430
```
Forces are in eV/Å.

Gap between HOMO and LUMO: 0.369 Ha
Energy relative to the best compared isomer or geometry (same formula, charge and spin): 1.242 eV
SMILES: Cc1ccccc1.CCC
E_LUMO: 0.986 eV
Highest occupied orbital energy: -0.3331 Eh
Net charge: 0


# 2
DFT (ωB97M-V with the def2-TZVPD basis set) results for a 2-piece molecular cluster, C10H16 overall at a distorted geometry.

Geometry as XYZ:
```
26
Properties=species:S:1:pos:R:3:forces:R:3
C 1.0041 -1.6144 0.3188 -0.281 -0.916 1.458
C 1.9031 0.7223 0.0922 0.165 -0.845 1.395
C 1.3791 -0.5342 -0.4470 1.931 0.312 -1.231
C 1.1386 -1.5202 1.6972 -0.531 0.068 -1.776
C 1.8684 -0.4240 2.1886 -0.430 0.949 1.145
C -2.3389 -1.3871 -1.0955 -1.483 0.499 0.762
C -1.5587 -0.1437 -0.6146 -1.828 0.202 -2.089
C -2.5599 1.0304 -0.5510 -0.070 -0.805 1.785
C 1.8820 2.0076 -0.5899 -1.067 1.792 -0.965
C 2.3282 0.6564 1.4347 -0.236 -1.228 -0.714
H -3.0872 -1.6704 -0.3152 0.415 0.364 -0.420
H -3.3084 0.7196 0.1983 -0.152 0.079 -0.447
H 0.6619 -2.5737 -0.0633 -0.057 0.448 -0.457
H 2.5227 2.3330 -1.4066 0.821 -1.079 -0.243
H -1.2414 -0.4271 0.3701 1.074 0.519 0.267
H -2.9412 -1.1917 -1.9971 0.494 -0.117 0.137
H -0.8677 0.1358 -1.4613 0.406 -0.462 1.323
H 0.9093 2.2150 -1.1048 0.298 -0.430 0.742
H 2.9869 1.3831 1.8792 -0.372 0.482 0.081
H -3.0557 1.1272 -1.5101 0.056 0.560 -0.033
H -1.7580 -2.2734 -1.2007 0.733 -0.596 -0.453
H 2.0588 2.8057 0.1241 -0.221 0.026 0.272
H 0.6486 -2.2459 2.3316 0.493 -0.107 0.217
H -2.1672 1.9435 -0.0764 0.121 -0.056 -0.868
H 1.7388 -0.7159 -1.4727 -0.954 0.187 0.072
H 1.8539 -0.3577 3.2713 0.676 0.155 0.041
```
Forces are in eV/Å.

Gap between HOMO and LUMO (alpha / beta): 0.353 / 0.230 Ha
Energy relative to the best compared isomer or geometry (same formula, charge and spin): 1.349 eV
Spin multiplicity: 2
E_LUMO (alpha / beta): -4.530 / -7.897 eV
Highest occupied orbital energy (alpha / beta): -0.5199 / -0.5204 Eh
Expectation value of S²: 0.770
Net charge: +1


# 3
DFT (ωB97M-V with the def2-TZVPD basis set) results for a 2-piece molecular cluster, C10H16 overall at a distorted geometry.

Geometry as XYZ:
```
26
Properties=species:S:1:pos:R:3:forces:R:3
C -1.1585 2.1971 -0.0832 0.038 -0.060 0.162
C -1.5559 1.0516 0.6524 -0.136 -0.230 -0.262
C 0.5601 2.6803 1.5363 -0.628 -0.149 -0.234
C 0.1441 1.5509 2.3096 -0.190 -0.016 -0.545
C -0.9711 -2.7400 -2.3338 -0.406 -0.263 0.147
C -0.0514 2.9545 0.3454 0.335 -0.195 0.920
C 0.7117 1.3028 3.6160 0.193 0.072 1.301
C 1.4170 -1.8347 -1.8975 -0.281 -0.813 -0.153
C -0.8783 0.6948 1.7710 0.545 -0.077 0.059
C 0.4505 -2.5912 -2.8309 0.174 0.896 -0.091
H -1.4680 -1.8260 -2.0076 0.286 0.390 -0.098
H -1.0138 -0.2772 2.2247 -0.341 0.116 0.238
H -1.0203 -3.4069 -1.4741 0.006 -0.212 0.020
H 0.8816 -1.0605 -1.3522 0.037 0.328 -0.074
H 2.2158 -1.4185 -2.5071 0.101 0.217 0.244
H -2.3519 0.4144 0.2897 0.007 0.094 -0.104
H 1.7784 1.4864 3.7098 0.355 -0.094 -0.463
H 0.4666 0.3471 4.0719 -0.087 -0.071 -0.224
H 1.8628 -2.4936 -1.1555 0.059 -0.065 0.105
H 0.8237 -3.5769 -3.0847 0.250 -0.142 0.008
H -1.6090 -3.1470 -3.1208 0.036 -0.145 0.092
H 0.3581 2.0769 4.3240 -0.323 -0.025 -0.204
H 1.3048 3.3490 1.9241 0.353 0.052 0.102
H 0.3241 3.7867 -0.1912 -0.049 0.651 -0.712
H -1.6847 2.4941 -0.9792 -0.058 -0.102 -0.062
H 0.4634 -2.0142 -3.7573 -0.274 -0.155 -0.173
```
Forces are in eV/Å.

Gap between HOMO and LUMO (alpha / beta): 0.339 / 0.200 Ha
Energy relative to the best compared isomer or geometry (same formula, charge and spin): 0.169 eV
Spin multiplicity: 2
E_LUMO (alpha / beta): -4.434 / -8.218 eV
Highest occupied orbital energy (alpha / beta): -0.5015 / -0.5015 Eh
Expectation value of S²: 0.768
Net charge: +1


# 4
DFT (ωB97M-V with the def2-TZVPD basis set) results for C10H16BF4O4P2SV as an isolated structure at a distorted geometry.

Geometry as XYZ:
```
39
Properties=species:S:1:pos:R:3:forces:R:3
V -0.1151 -0.5856 0.2328 -0.066 -0.967 -0.427
S 0.0655 0.8482 2.0079 -0.101 -0.314 -0.145
P 1.4336 -0.4067 -1.5348 0.206 0.320 -0.048
P -1.5870 -0.0018 -1.4940 -0.103 0.460 -0.128
F 1.5680 -3.1136 0.0169 -0.102 -0.154 -0.014
F -0.6671 -2.5992 0.1915 0.179 0.003 0.095
F 0.1345 -4.6319 0.9971 -0.014 0.072 -0.206
F 0.0245 -4.2436 -1.2774 0.053 0.000 0.048
O 1.1103 -0.2401 1.9705 -0.277 0.533 0.222
O 0.1769 1.8274 3.0408 0.033 0.136 0.132
O -1.2425 0.0918 1.9189 0.362 0.400 0.342
O 0.1656 1.4226 0.5688 -0.012 -0.196 0.475
C -0.6372 1.0027 -2.7142 -0.139 -0.085 -0.006
C -2.4320 -1.2302 -2.5311 -0.133 -0.143 -0.225
C -2.9506 1.1293 -1.0425 -0.083 0.031 0.003
C 1.5313 1.5737 -3.5957 -0.005 -0.039 0.046
C 0.7483 0.8351 -2.7094 0.072 -0.093 -0.094
C 0.9474 2.4680 -4.4769 -0.089 0.029 -0.009
C 1.8722 -1.7821 -2.6349 0.106 -0.131 -0.225
C 3.0716 0.2831 -1.1200 0.103 0.028 0.026
C -1.2198 1.9027 -3.6061 0.003 -0.014 0.021
C -0.4357 2.6325 -4.4842 0.115 -0.019 0.006
B 0.3103 -3.7263 -0.0230 -0.100 0.251 0.159
H 1.5680 3.0421 -5.1548 -0.024 -0.004 0.004
H -3.0970 -1.8361 -1.9140 0.031 0.033 0.037
H -2.2947 2.0452 -3.6086 0.027 -0.010 -0.002
H 3.7500 0.3865 -1.9696 -0.043 -0.008 -0.025
H 3.5232 -0.3872 -0.3871 -0.022 -0.015 -0.003
H -0.8967 3.3342 -5.1690 0.010 -0.007 0.007
H 2.9272 1.2498 -0.6367 -0.032 -0.010 0.007
H -3.5773 1.4244 -1.8868 0.011 -0.002 0.001
H 2.4030 -1.4098 -3.5141 0.002 -0.051 -0.007
H 2.4994 -2.4811 -2.0820 -0.035 0.032 -0.022
H -3.5699 0.6336 -0.2932 0.029 -0.041 -0.024
H -3.0131 -0.7426 -3.3169 -0.004 -0.039 -0.011
H -1.6988 -1.8986 -2.9829 0.008 0.006 0.026
H -2.5199 2.0126 -0.5695 0.042 -0.030 -0.014
H 0.9748 -2.3209 -2.9399 0.020 0.016 0.004
H 2.6086 1.4518 -3.5881 -0.028 0.023 -0.026
```
Forces are in eV/Å.

Gap between HOMO and LUMO (alpha / beta): 0.258 / 0.235 Ha
Energy relative to the best compared isomer or geometry (same formula, charge and spin): 0.156 eV
Spin multiplicity: 2
E_LUMO (alpha / beta): 2.657 / 2.658 eV
Highest occupied orbital energy (alpha / beta): -0.1604 / -0.1376 Eh
Expectation value of S²: 0.758
Net charge: -1


# 5
DFT (ωB97M-V with the def2-TZVPD basis set) results for C10H16BeBrCl8F2IMgN2NaO10S3 as an isolated structure at a distorted geometry.

Geometry as XYZ:
```
56
Properties=species:S:1:pos:R:3:forces:R:3
I -2.5000 -2.7817 2.2855 0.213 0.295 0.232
Br -4.4806 0.5541 2.0686 -1.362 -0.024 -0.218
Cl 2.0732 -9.9578 -0.9328 0.028 -0.003 -0.010
Cl 3.9329 -10.3829 1.2371 -0.013 0.026 -0.050
Cl 4.3810 -5.7195 1.7749 0.126 0.145 0.083
Cl 5.6663 -7.7378 3.4512 0.063 -0.075 -0.002
Cl -8.3814 1.4929 0.6602 2.555 -2.279 0.588
Cl 2.0002 -8.2474 1.3873 0.038 -0.087 -0.081
Cl -10.5332 2.7232 -0.2949 -0.145 0.276 -0.049
Cl 4.2121 -8.0717 -0.4746 -0.192 -0.305 -0.183
S 2.6749 0.7591 4.3169 -1.690 -0.044 -0.492
S -1.7551 3.2779 -1.1430 1.635 -1.392 -0.563
S 4.9347 1.0685 5.6286 1.713 0.374 1.197
Mg 4.9717 -2.2077 3.6477 0.261 -0.036 0.073
Na -3.3279 5.5901 0.0894 0.210 -0.382 -0.208
F 5.9372 2.2979 5.7481 -0.311 0.183 -0.408
F 3.4764 -0.4796 3.6038 0.109 -0.076 -0.127
O 0.1874 0.0865 2.5949 -2.826 -0.993 -0.154
O -2.7874 2.6714 -0.3300 -0.642 1.107 0.235
O 1.9852 0.1111 5.3828 0.598 -0.012 0.470
O -0.1295 -0.7182 0.5777 -1.638 -0.477 -0.575
O -3.0367 2.5365 -5.9220 0.136 1.065 0.215
O 1.8699 1.2373 3.2575 2.086 1.943 0.511
O 5.7598 0.0709 4.9957 -0.480 -0.043 -0.266
O -1.7049 4.7344 -1.3407 -0.977 0.289 0.629
O -3.3362 5.7389 -7.2181 -0.066 -0.936 -0.075
O 4.5816 0.8427 6.9898 -0.474 -0.153 -0.039
N 3.8438 1.7452 4.7117 0.047 -0.730 -0.105
N -2.9003 -0.0609 1.1526 0.366 0.031 0.311
C -0.5277 -0.4092 1.7182 2.593 0.122 -0.054
C -3.3147 3.3166 -6.8537 -1.054 -5.271 -2.366
C -2.0047 -0.6484 2.1564 -0.629 -0.459 -0.302
C -1.7118 2.4563 -2.7321 0.050 -0.031 -0.516
C -0.3485 1.7597 -2.8122 0.317 0.154 0.147
C 3.0537 -9.1605 0.3088 0.001 0.067 0.060
C -0.1611 2.7067 -0.5748 0.297 -0.048 0.202
C -3.0437 4.9727 -6.2853 1.001 4.953 2.218
C 0.0893 1.4357 -1.3771 -0.490 -0.033 -0.406
C 5.8625 -6.6178 2.0946 0.072 0.231 -0.031
Be -6.6891 0.2469 1.1198 -1.290 2.219 -0.152
H 1.1327 1.1349 -1.3280 -0.039 -0.023 0.148
H -2.7169 3.2469 -7.7804 0.894 0.829 0.468
H 6.1273 -7.1855 1.2105 -0.076 -0.078 0.051
H -2.1503 -0.2172 3.1476 0.058 -0.119 -0.232
H 6.6514 -5.9119 2.3345 -0.104 0.043 0.138
H 0.3799 2.4315 -3.2738 -0.058 0.022 -0.053
H -2.5311 1.7405 -2.7614 -0.072 0.096 0.121
H -4.3539 3.3226 -7.2283 -0.356 0.883 0.892
H -0.5128 0.6170 -0.9768 0.228 0.013 0.123
H -3.6399 5.0244 -5.3548 -0.815 -0.729 -0.450
H -0.4038 0.8645 -3.4285 -0.078 0.023 0.000
H -3.2795 -0.8187 0.5824 0.253 0.107 -0.214
H -1.9955 4.9506 -5.9314 0.295 -0.782 -0.839
H -0.1889 2.5360 0.5022 -0.082 0.016 0.015
H 0.5715 3.4790 -0.8150 -0.095 0.089 0.016
H -1.8369 3.1933 -3.5229 -0.190 0.021 0.074
```
Forces are in eV/Å.

Gap between HOMO and LUMO: 0.036 Ha
E_LUMO: -1.987 eV
Highest occupied orbital energy: -0.1091 Eh
Net charge: -1


# 6
DFT (ωB97M-V with the def2-TZVPD basis set) results for a 5-piece molecular cluster, C10H16Cl2N4 overall at a distorted geometry.

Geometry as XYZ:
```
32
Properties=species:S:1:pos:R:3:forces:R:3
Cl -2.8851 1.2999 1.3732 -0.460 -0.309 -0.053
Cl -2.8206 4.3532 0.1834 -0.444 0.360 -0.087
N -2.0827 -1.3793 -3.1409 3.947 2.631 -3.395
N -1.8173 -6.4394 1.1365 -2.119 -1.775 -1.428
N 1.8705 -0.0870 -1.3745 -1.116 -0.285 0.837
N 1.4799 2.2307 2.0652 1.689 0.423 -1.755
C -1.0485 -5.8216 1.6784 2.027 1.522 1.195
C -1.2321 -0.8757 -3.8285 -4.718 -4.397 4.661
C 0.9874 -0.4466 -0.7096 -0.077 -0.391 -0.118
C 3.3709 2.6267 0.2633 0.098 -0.133 -0.578
C -1.3992 3.5226 0.8629 -0.240 -0.189 -0.198
C -0.1567 -1.0364 0.1124 1.148 1.927 -0.788
C -1.8007 2.5491 1.9619 0.741 0.769 -0.481
C -0.1737 -0.3421 -4.6060 -0.213 1.014 -0.080
C 2.3028 2.3986 1.2527 -0.920 -0.296 1.288
C -0.0714 -4.9933 2.3585 0.416 -0.046 0.230
H -0.3462 -4.9186 3.4107 -0.046 0.349 -0.062
H -0.9552 3.0369 -0.0060 0.291 -0.064 0.359
H 0.2853 -1.6881 0.8660 -0.285 -0.567 -0.302
H 0.9285 -5.4261 2.3262 -0.071 -0.222 -0.138
H 0.4082 0.2546 -3.9036 0.343 0.196 -0.339
H -0.8129 0.2828 -5.2298 0.972 0.551 -0.835
H 3.4562 1.8217 -0.4667 -0.467 -0.369 0.216
H 0.0096 -4.0234 1.8677 -0.208 0.124 0.218
H 4.3756 2.7144 0.6767 -0.256 0.147 0.519
H -2.2768 3.1423 2.7427 -0.001 -0.439 0.185
H -0.8855 2.0488 2.2784 -0.149 0.166 0.350
H -0.6165 -0.2130 0.6589 0.126 0.144 0.087
H -0.7708 4.3169 1.2658 0.192 -0.290 -0.031
H -0.9364 -1.3580 -0.5781 0.256 -0.750 0.148
H 0.4422 -1.0578 -5.1505 -0.290 0.010 0.086
H 3.1713 3.5071 -0.3475 -0.167 0.190 0.290
```
Forces are in eV/Å.

Gap between HOMO and LUMO (alpha / beta): 0.076 / 0.403 Ha
Spin multiplicity: 2
E_LUMO (alpha / beta): 2.768 / 2.721 eV
Highest occupied orbital energy (alpha / beta): 0.0261 / -0.3028 Eh
Expectation value of S²: 0.750
Net charge: -1


What did the fourth record say?
DFT (ωB97M-V with the def2-TZVPD basis set) results for C10H16BF4O4P2SV as an isolated structure at a distorted geometry.

Geometry as XYZ:
```
39
Properties=species:S:1:pos:R:3:forces:R:3
V -0.1151 -0.5856 0.2328 -0.066 -0.967 -0.427
S 0.0655 0.8482 2.0079 -0.101 -0.314 -0.145
P 1.4336 -0.4067 -1.5348 0.206 0.320 -0.048
P -1.5870 -0.0018 -1.4940 -0.103 0.460 -0.128
F 1.5680 -3.1136 0.0169 -0.102 -0.154 -0.014
F -0.6671 -2.5992 0.1915 0.179 0.003 0.095
F 0.1345 -4.6319 0.9971 -0.014 0.072 -0.206
F 0.0245 -4.2436 -1.2774 0.053 0.000 0.048
O 1.1103 -0.2401 1.9705 -0.277 0.533 0.222
O 0.1769 1.8274 3.0408 0.033 0.136 0.132
O -1.2425 0.0918 1.9189 0.362 0.400 0.342
O 0.1656 1.4226 0.5688 -0.012 -0.196 0.475
C -0.6372 1.0027 -2.7142 -0.139 -0.085 -0.006
C -2.4320 -1.2302 -2.5311 -0.133 -0.143 -0.225
C -2.9506 1.1293 -1.0425 -0.083 0.031 0.003
C 1.5313 1.5737 -3.5957 -0.005 -0.039 0.046
C 0.7483 0.8351 -2.7094 0.072 -0.093 -0.094
C 0.9474 2.4680 -4.4769 -0.089 0.029 -0.009
C 1.8722 -1.7821 -2.6349 0.106 -0.131 -0.225
C 3.0716 0.2831 -1.1200 0.103 0.028 0.026
C -1.2198 1.9027 -3.6061 0.003 -0.014 0.021
C -0.4357 2.6325 -4.4842 0.115 -0.019 0.006
B 0.3103 -3.7263 -0.0230 -0.100 0.251 0.159
H 1.5680 3.0421 -5.1548 -0.024 -0.004 0.004
H -3.0970 -1.8361 -1.9140 0.031 0.033 0.037
H -2.2947 2.0452 -3.6086 0.027 -0.010 -0.002
H 3.7500 0.3865 -1.9696 -0.043 -0.008 -0.025
H 3.5232 -0.3872 -0.3871 -0.022 -0.015 -0.003
H -0.8967 3.3342 -5.1690 0.010 -0.007 0.007
H 2.9272 1.2498 -0.6367 -0.032 -0.010 0.007
H -3.5773 1.4244 -1.8868 0.011 -0.002 0.001
H 2.4030 -1.4098 -3.5141 0.002 -0.051 -0.007
H 2.4994 -2.4811 -2.0820 -0.035 0.032 -0.022
H -3.5699 0.6336 -0.2932 0.029 -0.041 -0.024
H -3.0131 -0.7426 -3.3169 -0.004 -0.039 -0.011
H -1.6988 -1.8986 -2.9829 0.008 0.006 0.026
H -2.5199 2.0126 -0.5695 0.042 -0.030 -0.014
H 0.9748 -2.3209 -2.9399 0.020 0.016 0.004
H 2.6086 1.4518 -3.5881 -0.028 0.023 -0.026
```
Forces are in eV/Å.

Gap between HOMO and LUMO (alpha / beta): 0.258 / 0.235 Ha
Energy relative to the best compared isomer or geometry (same formula, charge and spin): 0.156 eV
Spin multiplicity: 2
E_LUMO (alpha / beta): 2.657 / 2.658 eV
Highest occupied orbital energy (alpha / beta): -0.1604 / -0.1376 Eh
Expectation value of S²: 0.758
Net charge: -1


> Look up the net charge of the second one.

+1